{"formula": "C23H36N9O2Ru", "method": "ωB97M-V/def2-TZVPD", "species": ["Ru", "O", "C", "C", "C", "C", "C", "C", "C", "C", "N", "H", "H", "H", "H", "H", "H", "H", "H", "H", "H", "H", "C", "N", "C", "C", "C", "N", "C", "C", "O", "H", "H", "H", "H", "H", "H", "H", "H", "H", "H", "H", "H", "C", "N", "C", "C", "N", "N", "C", "C", "H", "H", "H", "H", "H", "H", "H", "H", "H", "H", "H", "H", "H", "N", "C", "C", "C", "N", "C", "N"], "coordinates": [[-0.00004, -0.12901, 0.96640], [2.14467, -0.17544, 1.01849], [3.04690, 0.96071, 1.15710], [3.32065, 1.57203, -0.20405], [2.04278, 1.62295, -1.04163], [0.93569, 2.40278, -0.39205], [0.94430, 3.78975, -0.46572], [-0.14665, 4.52628, -0.04691], [-1.26175, 3.84616, 0.42115], [-1.19884, 2.47590, 0.53292], [-0.11135, 1.76390, 0.17556], [2.49353, -0.80993, 0.37605], [3.94906, 0.60420, 1.65096], [2.52515, 1.64807, 1.82101], [4.07518, 0.98924, -0.73570], [3.73956, 2.57023, -0.06200], [1.68849, 0.61656, -1.25831], [2.24701, 2.08440, -2.00780], [1.80437, 4.27569, -0.90732], [-0.14119, 5.60594, -0.11340], [-2.16680, 4.36329, 0.70590], [-2.02447, 1.89657, 0.91541], [-1.17633, -2.61533, 2.12759], [-2.49360, -2.34493, 1.57801], [-3.47286, -3.44312, 1.73769], [-4.56115, -3.33735, 0.69492], [-5.13388, -1.94029, 0.71137], [-4.04913, -0.96286, 0.53820], [-4.35977, 0.32164, -0.08648], [-2.81344, -1.19786, 0.97297], [-1.95288, -0.24915, 0.77210], [-0.62153, -3.33564, 1.52470], [-1.29158, -3.01760, 3.13515], [-0.60034, -1.68257, 2.26127], [-3.88785, -3.38590, 2.74840], [-2.92805, -4.37944, 1.63342], [-5.34028, -4.06789, 0.90622], [-4.15071, -3.56477, -0.28396], [-5.66687, -1.73097, 1.64290], [-5.83120, -1.79884, -0.11127], [-5.31278, 0.22527, -0.59798], [-3.59977, 0.59190, -0.81509], [-4.45346, 1.11322, 0.65952], [1.49110, -1.35979, 4.00268], [0.25356, -0.74737, 4.47326], [-0.42114, -1.48153, 5.54272], [-0.21482, 0.41637, 3.99524], [0.06596, 0.82241, 2.73808], [-0.97149, 1.18567, 4.79592], [-0.64964, 1.39050, 6.21216], [-1.87396, 2.18155, 4.23065], [2.15065, -1.52634, 4.85536], [1.98729, -0.71012, 3.29325], [1.29540, -2.32869, 3.53751], [-0.39956, -2.54192, 5.29216], [-1.45411, -1.15465, 5.62855], [0.07976, -1.35726, 6.50295], [0.00192, 1.83214, 2.67297], [0.21940, 0.80719, 6.49562], [-1.49243, 1.12074, 6.84770], [-0.41627, 2.44465, 6.36636], [-1.38195, 3.14862, 4.08863], [-2.70254, 2.32433, 4.92215], [-2.27252, 1.82863, 3.28228], [0.31274, -1.34857, -0.65590], [0.29871, -2.48106, -0.97758], [0.38355, -3.79535, -1.32468], [-0.78988, -4.58098, -1.23931], [-1.73739, -5.22021, -1.10868], [1.67165, -4.34336, -1.58564], [2.72711, -4.76911, -1.74944]], "forces_ev_per_angstrom": [[0.4, -0.3, -0.1], [-0.1, -0.1, 0.3], [-0.1, 0.0, -0.2], [0.1, -0.1, 0.0], [0.0, -0.1, 0.1], [-0.2, 0.0, -0.3], [-0.1, 0.0, -0.1], [0.0, 0.0, 0.0], [0.0, -0.1, 0.0], [0.0, 0.0, 0.0], [0.4, 0.0, 0.2], [0.0, 0.0, 0.0], [0.0, 0.0, 0.0], [0.0, 0.0, 0.0], [0.0, 0.0, 0.0], [0.0, 0.0, 0.0], [0.0, 0.0, -0.1], [0.1, 0.1, 0.0], [0.0, 0.0, 0.0], [0.0, 0.0, 0.0], [0.0, 0.0, 0.0], [0.0, 0.0, 0.0], [-0.1, 0.1, -0.2], [0.1, -0.1, 0.0], [0.1, 0.1, 0.1], [0.0, 0.0, 0.1], [0.0, 0.1, 0.0], [0.0, 0.0, 0.0], [0.0, 0.0, 0.0], [0.1, 0.0, -0.2], [-0.3, 0.2, 0.2], [0.0, 0.0, -0.1], [0.0, 0.0, 0.0], [0.0, -0.2, 0.1], [0.0, -0.1, 0.0], [0.0, 0.0, 0.0], [0.0, 0.0, 0.0], [0.1, -0.1, -0.2], [0.0, 0.0, 0.0], [0.0, 0.0, 0.0], [0.0, 0.0, 0.0], [0.0, 0.0, 0.0], [0.0, 0.0, 0.0], [0.0, 0.0, 0.0], [-0.1, 0.0, -0.1], [0.0, 0.0, 0.0], [0.1, 0.0, 0.0], [-0.2, 0.0, 0.1], [0.1, 0.1, 0.0], [-0.1, -0.1, 0.0], [0.0, 0.0, 0.0], [0.0, 0.0, 0.0], [0.0, 0.0, 0.0], [0.0, 0.0, 0.0], [0.0, 0.0, 0.0], [0.0, 0.0, 0.0], [0.0, 0.0, 0.0], [0.0, 0.0, 0.0], [0.0, 0.0, 0.0], [0.0, 0.0, 0.0], [0.0, 0.0, 0.0], [0.0, 0.0, 0.0], [0.0, 0.0, 0.0], [0.0, 0.0, 0.0], [-0.6, 0.1, 0.0], [0.5, -0.1, 0.0], [0.1, 0.4, 0.1], [0.0, -0.2, 0.0], [-0.3, 0.1, 0.1], [-0.1, 0.0, 0.0], [0.1, 0.1, 0.0]], "spin_multiplicity": 2, "homo_energy_ev": [-13.25, -13.20], "total_charge": 2, "s_squared": 0.756, "max_force_ev_per_a": 0.61, "de_lowest_kj_mol": 58.19, "orbital_gap_ha": [0.240, 0.202]}

---

{"formula": "C5H10NO3", "method": "ωB97M-V/def2-TZVPD", "species": ["C", "C", "C", "C", "C", "N", "O", "O", "O", "H", "H", "H", "H", "H", "H", "H", "H", "H", "H"], "coordinates": [[1.77894, -0.11863, 0.66790], [-0.51757, -1.54754, -0.93774], [0.02003, 1.82063, 0.72803], [-0.68512, -0.36530, -0.03185], [0.52584, 0.60906, -0.03794], [2.88212, -0.38170, 0.04248], [3.93346, -0.81036, 0.59113], [2.91161, -0.26796, -1.25903], [0.84689, 1.11018, -1.31567], [1.80936, -0.47140, 1.76855], [0.37050, -2.11286, -0.90883], [-1.35905, -2.30163, -0.89756], [-0.43084, -1.27319, -2.00519], [-1.00768, 2.00024, 0.43624], [0.69622, 2.67395, 0.70432], [0.10916, 1.46701, 1.74495], [-1.54023, 0.15658, -0.40490], [-0.81948, -0.65672, 1.01278], [1.51450, 0.48167, -1.56409]], "forces_ev_per_angstrom": [[-1.9, 0.6, 1.9], [-1.3, -1.1, -1.7], [1.1, -0.8, 1.1], [1.3, -0.4, -0.2], [0.5, -0.1, 0.5], [0.9, -0.6, -1.7], [0.0, -0.1, 0.6], [0.1, 0.0, 0.0], [-1.8, 0.3, 0.6], [-0.4, 1.0, -1.9], [1.4, -0.6, 1.1], [0.6, 0.9, 0.2], [-0.6, 0.5, 0.3], [0.0, 0.5, 0.1], [-0.2, 0.1, -0.6], [-0.7, 0.2, 0.8], [-0.8, 0.6, 0.1], [-0.3, -0.1, 0.0], [1.9, -0.9, -1.1]], "spin_multiplicity": 1, "homo_energy_ev": -3.43, "smiles": "CC[C@](C)(O)C=[N+]([O-])[O-]", "total_charge": -1, "max_force_ev_per_a": 2.81, "de_lowest_kj_mol": 504.72, "orbital_gap_ha": 0.267}

---

{"formula": "C34H46BrIN4ORe", "method": "ωB97M-V/def2-TZVPD", "species": ["Re", "C", "C", "C", "C", "C", "C", "C", "C", "C", "C", "C", "C", "N", "C", "C", "N", "C", "C", "C", "C", "C", "C", "C", "C", "C", "C", "C", "C", "H", "H", "H", "H", "H", "H", "H", "H", "H", "H", "H", "H", "H", "H", "H", "H", "H", "H", "H", "H", "H", "H", "H", "H", "H", "H", "H", "H", "H", "H", "H", "H", "H", "H", "H", "H", "C", "C", "C", "C", "C", "Br", "N", "C", "H", "H", "H", "H", "H", "H", "N", "C", "O", "C", "I", "H", "H", "H", "H"], "coordinates": [[0.40627, 0.49519, 0.27183], [-3.34301, -1.46113, 2.64725], [-2.66594, -0.14365, 2.26163], [-2.72289, 0.85797, 3.42108], [-3.30588, 0.46143, 1.02373], [-4.61986, 0.90115, 1.12922], [-5.27810, 1.47702, 0.05970], [-4.60526, 1.66485, -1.13215], [-3.29795, 1.23100, -1.29903], [-2.58552, 1.58151, -2.59614], [-2.54779, 3.10217, -2.78784], [-3.24723, 0.90724, -3.80148], [-2.67131, 0.57942, -0.22183], [-1.36210, -0.01702, -0.47506], [-1.28726, -0.92547, -1.43267], [-0.00467, -1.17188, -1.95877], [0.93012, -0.39119, -1.47915], [2.24556, -0.28157, -2.08782], [2.43140, -0.05466, -3.46372], [3.74201, 0.18929, -3.89027], [4.82450, 0.20265, -3.03807], [4.62642, -0.09990, -1.70437], [3.35384, -0.35024, -1.22056], [3.25032, -0.90920, 0.19052], [4.24103, -0.29240, 1.17838], [3.42341, -2.43100, 0.10220], [1.43189, -0.05399, -4.63118], [0.05071, 0.56363, -4.43014], [1.33594, -1.45350, -5.25565], [-2.89585, -1.87216, 3.55473], [-3.24140, -2.20217, 1.85083], [-4.40777, -1.31136, 2.83647], [-1.62618, -0.36410, 2.02776], [-3.75538, 1.08615, 3.68546], [-2.23249, 1.80088, 3.16299], [-2.25135, 0.44765, 4.31877], [-5.14618, 0.77380, 2.06699], [-6.30496, 1.80320, 0.16293], [-5.10701, 2.15871, -1.95512], [-1.55452, 1.24426, -2.53020], [-3.54943, 3.50886, -2.93587], [-1.95398, 3.35297, -3.66966], [-2.10675, 3.60031, -1.92129], [-4.28513, 1.22979, -3.90457], [-3.24729, -0.18283, -3.71190], [-2.72488, 1.17496, -4.72097], [-2.18941, -1.38451, -1.81966], [0.19756, -1.90861, -2.72425], [3.90628, 0.38281, -4.94329], [5.81568, 0.42020, -3.41467], [5.48043, -0.17725, -1.04396], [2.23808, -0.72310, 0.59187], [5.24886, -0.67937, 1.02073], [3.96615, -0.54615, 2.20605], [4.28139, 0.79451, 1.08876], [4.36060, -2.65367, -0.41150], [2.61043, -2.88793, -0.46983], [3.46102, -2.88822, 1.09231], [1.91098, 0.57039, -5.38363], [-0.66966, -0.12164, -3.98591], [-0.34687, 0.83988, -5.40799], [0.10333, 1.47231, -3.82497], [0.85179, -2.17584, -4.59435], [2.32604, -1.84127, -5.49793], [0.75390, -1.40691, -6.17795], [0.29867, 0.61630, 6.05449], [0.67106, 1.25705, 4.74680], [1.33652, 2.48050, 4.68703], [1.70412, 3.03206, 3.46533], [1.34586, 2.32983, 2.34766], [1.86347, 2.80643, 0.57676], [0.65663, 1.19367, 2.35312], [0.34822, 0.65146, 3.54314], [1.15501, 0.58185, 6.72885], [-0.07663, -0.39634, 5.91304], [-0.47742, 1.19964, 6.55312], [1.58921, 3.00123, 5.60384], [2.24300, 3.96683, 3.39516], [-0.16748, -0.29970, 3.51553], [1.64368, -2.24487, 2.86262], [0.72408, -2.53625, 1.93960], [0.20858, -1.67791, 1.19933], [0.31930, -3.97323, 1.82155], [-0.95277, -4.48449, 3.45482], [1.96106, -1.29820, 2.98543], [2.00823, -2.95295, 3.47972], [1.17548, -4.64004, 1.86769], [-0.24256, -4.12515, 0.90856]], "forces_ev_per_angstrom": [[0.3, -1.6, 1.2], [0.0, 0.0, 0.0], [-0.2, 0.0, -0.1], [0.0, 0.0, 0.0], [0.1, -0.2, 0.1], [0.0, 0.0, 0.0], [0.0, 0.0, 0.0], [-0.1, 0.0, -0.1], [0.2, 0.1, -0.1], [-0.2, 0.0, 0.0], [0.1, 0.0, 0.0], [0.0, 0.0, 0.0], [0.1, -0.1, 0.1], [0.2, 0.7, 0.0], [-0.2, -0.4, 0.0], [-0.1, -0.4, 0.0], [0.3, 0.6, -0.3], [-0.2, -0.1, 0.1], [0.0, 0.1, -0.3], [0.0, 0.0, 0.0], [0.0, 0.0, 0.0], [0.1, 0.0, 0.0], [0.0, -0.1, 0.2], [0.2, 0.1, -0.2], [0.0, 0.0, 0.0], [-0.1, 0.0, 0.1], [-0.1, -0.2, 0.2], [0.1, 0.1, 0.0], [0.0, 0.0, 0.0], [0.0, 0.0, 0.0], [0.0, 0.0, 0.0], [0.0, 0.0, 0.0], [0.1, 0.0, 0.0], [0.0, 0.0, 0.0], [0.0, 0.0, 0.0], [0.0, 0.0, 0.0], [0.0, 0.0, 0.0], [0.0, 0.0, 0.0], [0.0, 0.0, 0.0], [0.0, 0.0, 0.0], [0.0, 0.0, 0.0], [0.0, 0.0, 0.0], [0.0, 0.0, 0.0], [0.0, 0.0, 0.0], [0.0, 0.1, 0.0], [0.0, 0.0, 0.0], [0.0, 0.0, 0.0], [-0.1, 0.1, 0.0], [0.0, 0.0, 0.0], [0.0, 0.0, 0.0], [0.0, 0.1, 0.0], [0.0, 0.0, 0.1], [0.0, 0.0, 0.0], [0.1, 0.0, 0.0], [0.0, 0.0, 0.0], [0.0, 0.0, 0.0], [0.1, 0.0, 0.0], [0.0, 0.0, -0.1], [0.1, 0.0, 0.0], [0.0, 0.0, 0.0], [0.0, 0.0, 0.0], [0.0, 0.0, 0.0], [0.0, 0.0, 0.0], [0.0, 0.0, 0.0], [0.0, 0.0, 0.0], [0.0, 0.1, 0.0], [0.0, -0.1, 0.1], [0.0, 0.0, 0.0], [0.1, 0.2, 0.2], [0.0, 0.0, 0.0], [-0.4, -0.2, -0.4], [-0.1, 0.0, -0.2], [0.0, 0.0, 0.0], [0.0, 0.0, 0.0], [0.0, 0.0, 0.0], [0.0, 0.0, 0.0], [0.0, 0.0, 0.0], [0.0, 0.0, 0.0], [-0.1, 0.1, 0.0], [-0.1, 0.1, -0.1], [0.2, 0.1, 0.1], [-0.1, 0.8, -0.7], [-0.1, 0.1, 0.0], [0.0, -0.1, 0.0], [0.0, 0.0, 0.0], [0.0, 0.0, 0.0], [0.0, 0.0, 0.0], [0.0, 0.0, 0.0]], "spin_multiplicity": 2, "homo_energy_ev": [-13.68, -13.47], "total_charge": 2, "s_squared": 0.924, "max_force_ev_per_a": 2.04, "de_lowest_kj_mol": 0.00, "orbital_gap_ha": [0.260, 0.253]}

---

{"formula": "C10H22Cl7NiO6", "method": "ωB97M-V/def2-TZVPD", "species": ["Ni", "Cl", "O", "O", "O", "O", "C", "Cl", "Cl", "Cl", "H", "C", "Cl", "Cl", "Cl", "H", "C", "C", "O", "C", "C", "H", "H", "H", "H", "H", "H", "H", "H", "H", "H", "C", "C", "O", "C", "C", "H", "H", "H", "H", "H", "H", "H", "H", "H", "H"], "coordinates": [[5.34789, -0.61055, 1.54014], [2.17409, -2.07302, 1.58583], [3.58585, -2.00026, 1.18917], [2.17891, -1.78913, 3.01394], [1.48530, -1.06934, 0.84013], [1.60087, -3.37181, 1.35961], [4.07706, -5.52648, -0.00150], [3.03162, -5.02920, -1.38637], [5.53162, -4.49073, -0.01504], [4.42929, -7.24643, -0.06552], [3.52103, -5.38674, 0.91760], [-1.27102, -3.83435, -0.17862], [-0.44435, -2.92313, -1.40578], [-1.25888, -5.61241, -0.45409], [-2.96082, -3.23129, -0.08098], [-0.82137, -3.62124, 0.78359], [0.34680, 1.02870, -1.96575], [0.56829, 1.91352, -3.16634], [1.50214, 2.91533, -2.80798], [1.65594, 3.90398, -3.81050], [2.75084, 4.87371, -3.39331], [-0.00145, 1.49436, -1.03850], [-0.38728, 0.25753, -2.20921], [1.25055, 0.55085, -1.57710], [0.86098, 1.31204, -4.02974], [-0.43632, 2.30941, -3.36055], [1.94317, 3.41734, -4.74775], [0.73133, 4.47826, -3.92575], [3.63863, 4.43394, -2.94751], [2.36302, 5.66572, -2.75103], [2.99060, 5.40316, -4.31996], [-5.30510, 1.73245, 3.37299], [-4.19258, 1.69989, 2.31649], [-2.97011, 1.48261, 3.04460], [-1.86692, 1.01401, 2.33260], [-1.92669, -0.51123, 2.18547], [-6.24113, 1.81425, 2.81723], [-5.43208, 0.72802, 3.78097], [-5.10404, 2.47166, 4.14033], [-4.35259, 0.86558, 1.62945], [-4.17464, 2.66295, 1.79686], [-1.58928, 1.60939, 1.46301], [-1.04988, 1.09630, 3.05975], [-0.95197, -0.99757, 2.24295], [-2.36330, -0.80589, 1.22921], [-2.46400, -1.00414, 2.99698]], "forces_ev_per_angstrom": [[-1.5, -1.1, -0.2], [-0.3, 0.5, 2.3], [1.8, -0.1, -0.7], [-0.5, 0.0, -0.9], [-0.5, 0.2, -0.1], [0.8, 0.4, -0.4], [-0.5, 0.3, -0.6], [0.4, -0.3, 0.7], [-0.2, -0.5, 0.2], [0.3, 0.1, -0.1], [0.1, 0.4, -0.1], [-0.5, -0.5, 0.1], [0.3, -0.1, -0.3], [0.1, 1.0, 0.1], [0.0, -0.2, 0.1], [0.2, -0.2, -0.1], [0.4, -1.0, 0.9], [-0.6, 0.1, 1.2], [-0.4, -0.3, -0.3], [0.7, -0.1, 0.6], [-0.6, 0.7, -0.7], [-0.3, 0.7, -0.4], [0.1, -0.1, 0.0], [0.1, -0.2, -0.6], [0.3, 0.1, -0.1], [0.2, 0.6, -0.5], [-0.2, 0.0, -0.1], [-0.1, -0.2, -0.3], [-0.1, -0.2, -0.2], [0.0, -0.3, 0.3], [0.5, 0.0, 0.1], [0.1, -1.1, -1.0], [-1.2, 0.0, 1.6], [-0.3, -0.3, -1.1], [2.0, 0.4, 1.5], [-0.5, -1.7, -0.5], [-0.1, 0.9, 0.2], [0.4, 0.1, 0.4], [-0.4, 0.1, 0.0], [0.5, 0.1, -0.3], [0.6, 0.0, -0.2], [-0.7, -0.3, -0.4], [0.0, 0.4, 0.0], [0.4, 0.7, -0.1], [-0.3, 0.2, 0.0], [-0.3, 0.4, 0.0]], "spin_multiplicity": 3, "homo_energy_ev": [-11.69, -11.69], "total_charge": 1, "s_squared": 2.006, "max_force_ev_per_a": 2.54, "de_lowest_kj_mol": 0.00, "orbital_gap_ha": [0.253, 0.111]}

---

Number 1: molar mass 571.67 g mol⁻¹. Number 2: molar mass 132.14 g mol⁻¹. Number 3: molar mass 919.78 g mol⁻¹. Number 4: molar mass 545.14 g mol⁻¹.